[1]
{"formula": "C13H4Cl2N7O2", "method": "ωB97M-V/def2-TZVPD", "e_homo_ev": -3.822, "fmax_ev_per_a": 3.9, "charge": -1, "lumo_ha": -0.0113, "total_energy_ha": -1952.0026, "elements": ["N", "C", "C", "C", "C", "N", "C", "O", "C", "Cl", "C", "Cl", "C", "O", "N", "C", "N", "C", "N", "C", "C", "N", "C", "N", "H", "H", "H", "H"], "coordinates": [[-1.48636, -2.56019, 2.27776], [-0.47764, -1.96767, 2.25154], [0.75729, -1.26449, 2.21890], [0.79704, 0.09030, 2.35451], [-0.38962, 0.84066, 2.57847], [-1.35449, 1.46684, 2.78357], [2.05970, 0.85252, 2.33440], [2.05981, 2.06870, 2.48594], [3.29845, 0.04370, 2.11399], [4.75101, 0.92404, 2.03640], [3.25933, -1.31413, 1.97657], [4.66069, -2.24495, 1.73085], [1.97352, -2.07653, 2.02563], [1.90099, -3.29480, 1.90612], [-2.46808, 1.08904, -4.30244], [-2.39654, 0.83862, -2.98502], [-3.48963, 0.72630, -2.22447], [-3.32926, 0.41781, -0.91443], [-2.16092, 0.19231, -0.25959], [-1.05029, 0.32307, -0.94844], [-1.10555, 0.67725, -2.37597], [0.14905, 0.69780, -2.86291], [0.95743, 0.38118, -1.78762], [0.27542, 0.14472, -0.62122], [-1.62837, 1.12427, -4.85785], [-3.36810, 1.17212, -4.74910], [-4.23867, 0.33274, -0.31339], [2.04379, 0.31877, -1.87218]], "forces_ev_per_angstrom": [[2.3, 1.3, 0.0], [-2.5, -1.5, -0.1], [-0.1, 1.3, 0.3], [-0.4, -1.4, -0.1], [-2.3, 1.6, 0.3], [2.1, -1.3, -0.3], [0.1, 1.6, -0.1], [0.3, -1.9, -0.2], [-0.1, -1.1, -0.2], [0.1, 0.0, 0.0], [0.0, 1.2, 0.1], [0.1, -0.1, 0.0], [-0.1, -1.4, -0.3], [0.4, 1.8, 0.2], [-0.6, 0.3, -1.3], [1.9, -0.5, 2.1], [0.0, -0.1, 0.2], [2.0, -0.1, 0.1], [-2.5, 0.0, 1.0], [1.0, 0.8, -3.7], [-0.7, -0.6, 2.0], [2.0, -0.2, 0.2], [-3.0, 0.4, -0.6], [0.2, 0.1, -0.1], [-0.1, 0.0, 0.3], [0.2, 0.0, 0.1], [0.3, 0.0, -0.3], [-0.4, 0.0, 0.1]], "mulliken_charge": [-0.5227, -0.2785, 0.8763, 0.9991, -0.4067, -0.5102, 0.4628, -0.5960, 0.2054, -0.1433, 0.1826, -0.1442, 0.4029, -0.6082, -0.3893, 0.0193, -0.7623, -0.3142, -0.3818, 0.3355, 0.9057, -0.9219, -0.4699, -0.2352, 0.2393, 0.2485, 0.3742, 0.4330]}

=====

[2]
{"formula": "C13H50N10O12", "method": "ωB97M-V/def2-TZVPD", "e_homo_ev": -9.629, "smiles": "NC(N)=O.NC(N)=O.NC(N)=O.NC(N)=O.NC(N)=O.CCO.CO.CO.CO.CO.CO.CO", "fmax_ev_per_a": 6.8, "charge": 0, "lumo_ha": -0.0016, "total_energy_ha": -1975.6338, "e_above_lowest_kj_mol": 13.96, "elements": ["N", "C", "N", "O", "H", "H", "H", "H", "N", "C", "N", "O", "H", "H", "H", "H", "N", "C", "N", "O", "H", "H", "H", "H", "N", "C", "N", "O", "H", "H", "H", "H", "N", "C", "N", "O", "H", "H", "H", "H", "C", "C", "O", "H", "H", "H", "H", "H", "H", "C", "O", "H", "H", "H", "H", "C", "O", "H", "H", "H", "H", "C", "O", "H", "H", "H", "H", "C", "O", "H", "H", "H", "H", "C", "O", "H", "H", "H", "H", "C", "O", "H", "H", "H", "H"], "coordinates": [[5.04619, 14.46589, 12.42943], [4.42880, 14.29659, 13.52231], [3.13543, 14.51137, 13.35580], [4.92016, 13.95169, 14.66085], [4.48992, 14.92371, 11.72157], [6.03341, 14.25501, 12.39721], [2.62765, 14.83677, 12.54564], [2.56890, 14.38046, 14.18163], [2.92032, 19.46620, 17.86513], [3.68495, 20.53084, 18.04325], [4.28551, 20.45214, 19.20597], [3.71191, 21.48412, 17.32862], [3.06077, 18.62713, 18.40950], [2.14453, 19.49431, 17.21903], [4.79132, 21.25016, 19.56295], [4.15210, 19.59768, 19.72769], [6.83076, 15.23446, 20.09799], [5.78453, 15.28007, 20.88025], [4.68584, 15.15309, 20.23899], [5.79036, 15.68439, 22.07026], [6.66845, 14.68231, 19.26800], [7.71110, 15.57673, 20.45570], [4.74262, 14.90872, 19.26065], [3.79905, 15.09147, 20.71849], [14.33895, 18.57235, 22.44295], [13.06050, 18.34555, 22.14189], [12.32494, 19.26757, 22.63517], [12.77251, 17.30507, 21.55766], [14.61226, 19.50849, 22.70572], [14.99161, 17.89962, 22.06668], [12.87770, 20.04669, 22.96311], [11.31910, 19.22344, 22.55500], [10.98554, 10.17399, 27.12726], [9.95147, 10.29859, 26.32817], [9.69436, 11.58043, 26.24053], [9.23861, 9.42994, 25.91348], [11.37464, 11.01373, 27.53163], [11.10257, 9.29790, 27.61601], [10.30340, 12.24972, 26.68911], [8.88456, 11.96269, 25.77340], [4.70875, 19.13415, 28.00470], [5.58533, 19.86644, 27.02844], [6.67815, 19.06598, 26.64679], [5.36299, 18.98012, 28.86281], [4.30816, 18.20074, 27.60929], [3.93942, 19.64430, 28.58434], [6.00756, 20.85112, 27.22898], [5.02469, 19.99884, 26.10310], [6.27835, 18.43014, 26.04889], [11.88033, 13.27463, 16.62954], [12.46239, 14.52605, 16.59690], [10.83846, 13.33792, 16.94359], [11.96179, 12.68959, 15.71348], [12.31356, 12.64015, 17.40274], [12.34586, 14.87393, 17.48403], [-1.96931, 13.79499, 21.70087], [-1.21065, 14.39496, 20.67687], [-1.51723, 14.03411, 22.66344], [-2.96058, 14.24808, 21.71399], [-2.00303, 12.71239, 21.57860], [-1.63439, 14.18990, 19.84021], [9.97515, 20.14556, 15.37861], [10.20425, 21.57928, 15.53400], [10.87576, 19.77477, 14.88921], [9.87653, 19.79631, 16.40641], [9.28728, 19.88771, 14.57334], [10.11156, 21.89263, 14.63133], [9.58312, 7.79270, 18.84530], [9.16807, 7.05990, 17.70655], [9.06646, 8.75117, 18.79555], [9.26959, 7.48101, 19.84161], [10.65846, 7.96848, 18.81619], [8.23124, 6.92519, 17.86720], [2.22645, 12.40946, 26.92063], [1.86329, 11.78456, 28.11213], [1.71811, 11.99952, 26.04792], [1.79325, 13.38511, 27.14098], [3.31092, 12.37026, 26.81816], [0.92102, 11.88284, 28.26725], [-0.18255, 19.77568, 23.24682], [-1.16273, 20.19227, 24.16165], [-0.17873, 18.71030, 23.01649], [-0.38792, 20.27118, 22.29794], [0.76605, 20.10116, 23.67383], [-1.19017, 19.60044, 24.91700]], "forces_ev_per_angstrom": [[3.3, 0.5, -3.9], [0.1, -1.7, 6.6], [-3.9, 0.3, 1.6], [-1.2, 0.8, -3.2], [1.1, -0.3, -0.5], [-0.2, 0.4, -0.4], [0.6, -0.2, 0.0], [0.1, 0.1, -0.2], [-2.1, -2.9, -1.3], [-0.7, 0.6, 0.2], [2.1, -0.1, 2.8], [0.1, 1.9, -1.7], [-0.3, 0.3, -0.3], [0.5, 0.0, 0.0], [0.0, -0.5, -0.1], [0.4, 0.7, 0.4], [2.4, -0.7, -1.3], [1.0, 3.3, 5.5], [-4.8, -1.4, -2.7], [0.5, -1.0, -1.1], [1.2, 0.3, -0.1], [-0.1, -0.5, -0.4], [-0.6, 0.0, 0.2], [0.3, 0.0, -0.1], [2.8, 0.2, 0.2], [1.9, -4.2, -1.6], [-3.2, 3.0, 1.1], [-1.1, 0.3, -0.1], [0.6, -0.5, -0.1], [0.1, 0.5, 0.1], [-1.4, 0.3, 0.3], [0.3, 0.4, 0.1], [3.4, -1.8, 2.1], [-1.6, -0.1, 0.6], [-1.3, 4.5, -1.3], [-0.6, -1.7, -1.0], [0.1, -0.7, 0.1], [0.2, 0.2, -0.2], [-0.4, -0.1, -0.3], [0.3, -0.4, -0.1], [0.7, 0.4, 2.0], [-0.9, 0.5, -1.8], [0.5, -0.6, 0.0], [0.3, -1.0, 0.0], [0.2, 0.1, 0.0], [-0.5, 0.6, -1.0], [-0.4, -0.1, 0.9], [-0.4, 0.5, -0.1], [0.5, -0.4, -0.1], [-0.8, -1.6, 0.9], [0.5, 0.8, -0.3], [-0.4, 0.0, -0.4], [0.1, 0.6, -0.3], [0.4, -0.2, 0.1], [0.2, 0.3, 0.0], [-0.2, 0.3, 0.2], [0.5, 0.2, -0.2], [0.2, -0.1, -0.1], [-0.3, -0.3, 0.1], [-0.2, -0.1, 0.1], [0.0, 0.0, 0.0], [1.8, 1.2, -0.4], [-0.8, -0.8, -0.6], [0.5, -0.5, 0.7], [-0.5, -0.6, -0.6], [-1.2, 0.2, 0.9], [0.1, 0.6, 0.1], [-0.3, 1.6, 0.0], [0.0, -0.6, 0.7], [0.4, 0.6, -0.1], [0.2, -1.1, -0.1], [-0.1, -0.2, 0.0], [-0.1, -0.3, -0.4], [-1.1, 1.0, 0.3], [0.2, -1.9, 1.3], [0.2, -0.2, -0.2], [0.9, 0.9, -1.3], [-0.2, 0.2, 0.0], [0.1, 0.0, -0.1], [0.3, 0.3, 0.0], [-1.0, -0.1, 0.2], [0.0, -0.2, 0.3], [0.2, 0.2, 0.1], [0.5, -0.2, -0.6], [0.1, 0.0, 0.0]], "mulliken_charge": [-0.3404, 0.6506, -0.4013, -0.6948, 0.1872, 0.2282, 0.1629, 0.2071, -0.3681, 0.6747, -0.3675, -0.6256, 0.1476, 0.1937, 0.2045, 0.1392, -0.3870, 0.7196, -0.3844, -0.7001, 0.1876, 0.2141, 0.1451, 0.2076, -0.4270, 0.6454, -0.3216, -0.6639, 0.1639, 0.2211, 0.1608, 0.2215, -0.3858, 0.6534, -0.3628, -0.6216, 0.1720, 0.2234, 0.1259, 0.1955, -0.9315, -0.2696, -0.5139, 0.2623, 0.2472, 0.3532, 0.3031, 0.2335, 0.3155, -0.5287, -0.4891, 0.2200, 0.2426, 0.2464, 0.3084, -0.4825, -0.4988, 0.1935, 0.2423, 0.2461, 0.2984, -0.4972, -0.4885, 0.2542, 0.1950, 0.2517, 0.2850, -0.5408, -0.4850, 0.2452, 0.2611, 0.2264, 0.2931, -0.4101, -0.5148, 0.2045, 0.2247, 0.1929, 0.3030, -0.4282, -0.5073, 0.2202, 0.1973, 0.2201, 0.2979]}

=====

[3]
{"formula": "C13H52O13", "method": "ωB97M-V/def2-TZVPD", "e_homo_ev": -9.507, "fmax_ev_per_a": 3.1, "charge": 0, "lumo_ha": 0.0247, "total_energy_ha": -1504.3925, "e_above_lowest_kj_mol": 136.65, "elements": ["C", "O", "H", "H", "H", "H", "C", "O", "H", "H", "H", "H", "C", "O", "H", "H", "H", "H", "C", "O", "H", "H", "H", "H", "C", "O", "H", "H", "H", "H", "C", "O", "H", "H", "H", "H", "C", "O", "H", "H", "H", "H", "C", "O", "H", "H", "H", "H", "C", "O", "H", "H", "H", "H", "C", "O", "H", "H", "H", "H", "C", "O", "H", "H", "H", "H", "C", "O", "H", "H", "H", "H", "C", "O", "H", "H", "H", "H"], "coordinates": [[9.68276, 14.04374, 12.03439], [8.93662, 14.29502, 13.26110], [10.76614, 14.10214, 12.18140], [9.55482, 13.08882, 11.49499], [9.55112, 14.88139, 11.32554], [8.30298, 13.57770, 13.31618], [4.77459, 9.26733, 11.30102], [5.97127, 8.97130, 10.59905], [4.06854, 9.64829, 10.55968], [4.46467, 8.38979, 11.79220], [4.92090, 10.07208, 12.01421], [6.20394, 9.76560, 10.09339], [9.76208, 5.68550, 9.76507], [10.07982, 7.13036, 9.76300], [10.68950, 5.14251, 9.82683], [9.26483, 5.45156, 10.68862], [9.08425, 5.49821, 8.91932], [10.89885, 7.30020, 10.20840], [9.27622, 13.90431, 8.06763], [8.28846, 12.95205, 8.03365], [8.87331, 14.89614, 8.20422], [9.97479, 13.73146, 8.91547], [9.94709, 14.00721, 7.15711], [8.67264, 12.25623, 7.44444], [11.84751, 11.27992, 8.56901], [11.98707, 10.64401, 9.83170], [12.21860, 12.36701, 8.71509], [12.51799, 10.82272, 7.84512], [10.79590, 11.19122, 8.29509], [11.54204, 9.79144, 9.84972], [5.73190, 12.31690, 13.64830], [7.14217, 12.12653, 13.47710], [5.54699, 13.44687, 13.68914], [5.14465, 11.95806, 12.73922], [5.45158, 11.87700, 14.56164], [7.24188, 11.18394, 13.25875], [13.74742, 7.25169, 10.55452], [12.49256, 7.39491, 11.18818], [14.54890, 7.21782, 11.26351], [13.82404, 6.31832, 9.91381], [13.96687, 8.05940, 9.88531], [12.51130, 6.88333, 12.01005], [8.15660, 10.43398, 5.59192], [9.25956, 10.79787, 6.46385], [7.14424, 10.27551, 6.12364], [8.12945, 11.29735, 5.00579], [8.42034, 9.53616, 5.04968], [9.51420, 10.00738, 6.95563], [8.40746, 7.00265, 14.52465], [8.99931, 7.22270, 13.22041], [7.82806, 7.91335, 14.91544], [7.77383, 6.11920, 14.55744], [9.30560, 6.84195, 15.13450], [8.87413, 8.12491, 12.89858], [11.59992, 4.82878, 14.19858], [11.55422, 5.90604, 13.28996], [12.53125, 4.26678, 14.05093], [11.51336, 5.18460, 15.22335], [10.76924, 4.14488, 14.03072], [10.60373, 6.13612, 13.22535], [8.99746, 10.66115, 11.65231], [8.21260, 9.65283, 12.33512], [9.55640, 11.10187, 12.38556], [9.62514, 10.15880, 10.90424], [8.44861, 11.42327, 11.13311], [7.63459, 9.29272, 11.65712], [5.07963, 12.17467, 9.56808], [6.36282, 11.61628, 9.69839], [5.07721, 13.24839, 9.80062], [4.72414, 11.97407, 8.51358], [4.53422, 11.66848, 10.33051], [6.98037, 12.21526, 9.20039], [11.32203, 7.93801, 6.41053], [10.26600, 8.19893, 7.25415], [11.32266, 8.66002, 5.57688], [12.28849, 8.16063, 6.95784], [11.27744, 6.93158, 6.07421], [10.20666, 7.60242, 8.03632]], "forces_ev_per_angstrom": [[0.6, 1.1, -0.1], [1.2, -0.4, -1.6], [0.0, -0.2, 0.7], [-0.6, 0.5, 0.6], [-0.6, -0.4, 0.1], [-0.4, -0.4, 0.2], [0.6, 1.3, -1.2], [0.6, -0.2, 0.1], [-0.5, -0.4, 0.3], [-0.6, -1.0, 0.5], [0.1, 0.0, 0.4], [0.1, 0.1, -0.1], [0.3, 1.9, 0.5], [-1.7, -1.2, -1.2], [0.3, -0.5, -0.7], [-0.6, 0.0, 0.4], [0.6, -0.1, 0.2], [1.2, -0.2, 0.9], [2.6, 1.6, 0.3], [-0.3, -1.4, -1.2], [-0.4, 0.3, 0.1], [-0.3, 0.1, -0.3], [-1.0, -0.6, 0.6], [-0.7, -0.2, 0.5], [0.5, 1.0, 1.0], [0.4, 0.1, 0.5], [-1.0, -1.7, -0.3], [-0.1, -0.1, -0.4], [0.2, 0.6, -0.5], [0.0, 0.0, -0.3], [0.2, 2.3, -2.2], [-0.8, -0.4, -0.2], [0.3, -1.6, 0.1], [0.7, 0.2, 1.3], [-0.9, -0.6, 1.0], [0.4, 0.2, 0.0], [0.1, -1.5, -0.9], [0.2, 0.2, -0.4], [0.5, -0.1, 0.6], [-0.3, 0.7, 0.8], [-0.3, 0.7, -0.2], [-0.4, -0.1, 0.1], [-0.3, -0.6, 2.1], [-0.9, -0.2, 0.1], [1.6, 0.3, -0.5], [-0.7, 1.0, -1.5], [-0.1, -0.1, -0.3], [0.2, -0.4, 0.2], [0.8, 1.7, -0.1], [-0.6, -1.1, 0.4], [0.8, -1.3, -0.7], [-0.1, 0.0, -0.3], [-0.6, 0.0, 0.6], [-0.2, 0.4, 0.1], [0.2, -0.4, 0.0], [-0.7, -0.1, -0.1], [-0.2, 0.2, 0.2], [0.2, 0.0, 0.2], [-0.1, -0.2, -0.1], [0.4, 0.7, -0.3], [-0.4, -2.1, -1.5], [0.0, 1.0, -0.3], [1.7, 1.1, 1.7], [0.1, 0.2, 0.3], [-0.9, 0.1, 0.0], [-0.8, -0.5, -0.2], [0.2, 0.1, -1.1], [1.5, 0.9, -0.5], [-0.1, -0.2, -0.2], [-0.2, 0.4, 1.2], [-1.1, -0.2, 0.1], [-0.2, -0.9, 0.4], [1.9, 1.3, 0.6], [-1.7, 0.6, 0.7], [-0.3, -0.4, 0.2], [-0.6, -0.6, -0.6], [0.3, -0.9, -0.6], [0.3, 0.4, -0.1]], "mulliken_charge": [-0.1060, -0.5376, 0.3377, -0.2818, 0.2649, 0.4756, -0.6304, -0.5148, 0.3614, 0.3263, 0.0209, 0.4180, -0.7392, -0.2916, 0.3280, 0.1816, 0.2570, 0.2303, -0.4795, -0.4626, 0.3469, 0.0160, 0.2696, 0.3194, 0.0078, -0.4901, 0.2647, 0.2368, -0.2120, 0.1724, -0.4850, -0.5510, 0.2630, 0.0664, 0.3171, 0.3037, -0.7146, -0.3049, 0.3543, 0.2498, 0.2354, 0.2937, -0.6907, -0.5163, 0.1834, 0.3156, 0.2876, 0.2761, -0.7068, -0.4365, 0.2259, 0.2744, 0.2697, 0.5338, -0.7289, -0.4960, 0.2991, 0.2813, 0.2888, 0.2184, -0.4421, -0.8802, 0.6666, 0.1179, 0.0244, 0.3607, -0.6693, -0.2886, 0.2766, 0.2647, 0.1739, 0.2674, -0.6846, -0.3484, 0.2616, 0.1877, 0.3481, 0.3668]}

=====

[4]
{"formula": "C13H5BaCl4NO6", "method": "ωB97M-V/def2-TZVPD", "e_homo_ev": -7.591, "fmax_ev_per_a": 4.3, "charge": 0, "lumo_ha": -0.0267, "total_energy_ha": -2870.9728, "e_above_lowest_kj_mol": 36.27, "elements": ["Ba", "O", "C", "O", "C", "C", "C", "C", "C", "N", "C", "O", "O", "H", "H", "H", "H", "H", "Cl", "C", "C", "Cl", "C", "Cl", "C", "O", "C", "O", "C", "Cl"], "coordinates": [[-1.19691, 1.92353, 0.59608], [2.01873, 4.13203, -2.25580], [1.31013, 3.45487, -1.35129], [0.24823, 3.84392, -0.91193], [1.94795, 2.16159, -0.94533], [3.18688, 1.75697, -1.37741], [3.64163, 0.50811, -0.95222], [2.84170, -0.27297, -0.14729], [1.59611, 0.21988, 0.24670], [1.17918, 1.42576, -0.12888], [0.58906, -0.61114, 1.05462], [1.34214, -1.43282, 1.90069], [-0.36135, 0.08986, 1.64170], [1.51528, 4.93989, -2.45910], [3.77363, 2.38331, -2.03339], [4.61377, 0.15161, -1.27031], [3.14406, -1.25544, 0.18675], [0.70279, -1.83758, 2.50239], [-3.81914, -4.46050, 1.57467], [-3.17585, -2.98369, 0.95238], [-3.98858, -1.87008, 0.80378], [-5.63682, -1.90300, 1.32179], [-3.46404, -0.70876, 0.23819], [-4.34006, 0.81724, 0.30743], [-2.16168, -0.64766, -0.28181], [-1.71972, 0.41180, -0.92120], [-1.30380, -1.71346, 0.07639], [0.03797, -1.51373, -0.03843], [-1.81213, -2.86470, 0.64462], [-0.70916, -4.14483, 1.02623]], "forces_ev_per_angstrom": [[-1.8, 3.7, 1.3], [-0.3, 0.2, 0.1], [0.2, -0.2, 0.0], [0.2, 0.0, -0.1], [-0.3, 0.0, 0.2], [0.2, -0.1, -0.1], [0.1, 0.0, 0.0], [0.0, -0.1, 0.0], [0.0, 0.2, -0.2], [1.3, -0.5, -0.3], [-0.1, -0.2, 0.0], [-0.2, 0.2, 0.0], [1.4, -1.4, 0.5], [0.1, -0.1, 0.0], [0.0, 0.0, 0.0], [0.0, 0.0, 0.0], [0.0, 0.0, 0.0], [0.1, 0.0, 0.0], [0.1, 0.1, 0.0], [0.1, 0.0, 0.0], [-0.1, 0.2, 0.0], [0.1, 0.0, 0.0], [0.0, 0.2, 0.0], [-0.1, -0.4, -0.2], [-0.2, 0.2, -0.4], [-0.6, -1.9, -0.9], [0.2, 0.1, 0.0], [-0.1, 0.1, 0.1], [0.0, -0.1, 0.0], [-0.1, 0.1, 0.0]], "mulliken_charge": [1.6974, -0.4225, 0.3567, -0.6186, 0.2508, -0.3340, -0.5069, -0.7163, 0.0098, -0.2807, 0.9635, -0.5786, -1.0659, 0.3796, 0.4896, 0.4279, 0.4944, 0.4542, -0.2005, 0.4317, -0.0708, -0.1977, 0.4946, -0.2368, -0.3214, -1.0408, 0.7519, -0.4450, -0.0125, -0.1534]}